# 1
Molecular formula: C7H22LiN2O7
Method: DFT, ωB97M-V/def2-TZVPD

Results
energy relative to the best compared isomer or geometry (same formula, charge and spin)	0.00	kcal/mol
orbital gap	10.467	eV
E_LUMO	-2.5	eV
largest force on an atom	1.23	eV/Å
HOMO energy	-12.968	eV

Geometry as ORCA input:
```
! wB97M-V def2-TZVPD RIJCOSX def2/J DEFGRID3
* xyz 1 1
Li -0.138 0.519 0.112
C -2.685 -0.434 -0.757
C -1.911 -1.474 0.008
O -0.515 -1.480 -0.391
O -2.152 0.884 -0.490
H -3.740 -0.481 -0.487
H -2.569 -0.627 -1.828
H -2.345 -2.449 -0.229
H -1.979 -1.354 1.086
H -0.509 -2.106 -1.121
H -2.862 1.521 -0.606
C 0.707 0.709 -2.850
C 1.732 -0.344 -3.210
O 3.045 0.173 -3.011
O 0.982 1.185 -1.514
H -0.300 0.293 -2.845
H 0.765 1.575 -3.511
H 1.607 -0.761 -4.211
H 1.635 -1.171 -2.501
H 3.306 0.674 -3.791
H 1.938 1.078 -1.402
C -1.673 1.845 2.675
C -2.734 0.837 2.986
O -2.367 0.023 4.103
O -0.540 1.290 1.939
H -1.331 2.289 3.607
H -2.064 2.630 2.021
H -2.978 0.196 2.139
H -3.633 1.379 3.288
H -2.041 -0.828 3.799
H 0.229 1.456 2.493
C 2.721 -0.641 0.743
O 1.711 -0.065 1.152
N 2.704 -1.964 0.397
N 3.908 0.006 0.578
H 3.548 -2.397 0.071
H 1.813 -2.405 0.264
H 3.981 0.953 0.900
H 4.732 -0.537 0.392
*
```

Here are the Löwdin charges for atoms 1 to 6, given in e: number 1, Li, carries 0.675; number 2, C, carries -0.200; number 3, C, carries -0.197; number 4, O, carries -0.107; number 5, O, carries -0.099; number 6, H, carries 0.136



# 2
Molecular formula: C2H9NS
Method: DFT, ωB97M-V/def2-TZVPD

Results
energy relative to the best compared isomer or geometry (same formula, charge and spin)	15.76	kcal/mol
orbital gap	9.436	eV
E_LUMO	1.0	eV
SMILES	CNC.S
largest force on an atom	0.81	eV/Å
HOMO energy	-8.468	eV

Geometry as ORCA input:
```
! wB97M-V def2-TZVPD RIJCOSX def2/J DEFGRID3
* xyz 0 1
C 0.333 1.093 -1.158
N 0.078 0.659 0.189
C 1.139 -0.104 0.792
H 0.975 1.985 -1.238
H -0.569 1.284 -1.747
H 0.865 0.317 -1.694
H -0.318 1.381 0.768
H 2.121 0.353 0.658
H 0.979 -0.168 1.875
H 1.110 -1.126 0.421
S -1.991 -2.445 0.290
H -2.454 -1.504 -0.539
H -2.268 -1.723 1.381
*
```

Here are the Löwdin charges for atoms 1 to 6, given in e: number 1, C, carries -0.162; number 2, N, carries -0.202; number 3, C, carries -0.167; number 4, H, carries 0.073; number 5, H, carries 0.070; number 6, H, carries 0.071



# 3
Molecular formula: C34H29BrKN7O9
Method: DFT, ωB97M-V/def2-TZVPD

Results
energy relative to the best compared isomer or geometry (same formula, charge and spin)	19.87	kcal/mol
orbital gap	6.566	eV
E_LUMO	3.9	eV
largest force on an atom	2.22	eV/Å
HOMO energy	-2.675	eV

Geometry as ORCA input:
```
! wB97M-V def2-TZVPD RIJCOSX def2/J DEFGRID3
* xyz -2 1
K -0.374 0.155 -0.277
C 2.571 -4.016 -1.521
C 1.544 -2.923 -1.616
N 0.855 -2.507 -0.623
N 0.962 -3.153 0.569
C 0.933 -2.367 1.625
O 1.096 -1.114 1.658
C 0.726 -3.103 2.926
C 0.775 -2.390 4.119
C 0.568 -3.026 5.336
C 0.310 -4.388 5.374
C 0.261 -5.109 4.186
C 0.467 -4.472 2.972
C 1.280 -2.271 -2.928
C 1.977 -2.655 -4.073
C 1.693 -2.028 -5.278
C 0.734 -1.034 -5.307
C 0.091 -0.701 -4.115
N 0.350 -1.305 -2.962
H 2.515 -4.460 -0.530
H 3.579 -3.617 -1.673
H 2.405 -4.792 -2.273
H 0.976 -1.328 4.071
H 0.603 -2.453 6.255
H 0.142 -4.886 6.322
H 0.053 -6.172 4.208
H 0.426 -5.016 2.039
H 2.737 -3.422 -4.021
H 2.226 -2.313 -6.179
H 0.486 -0.506 -6.219
H -0.633 0.112 -4.087
O 3.513 0.661 2.569
C 3.003 1.984 2.542
C 2.035 2.259 3.689
C 0.610 1.699 3.511
C -0.256 2.599 2.674
C -1.389 3.210 3.204
C -2.160 4.024 2.389
C -1.769 4.221 1.077
C -0.619 3.582 0.632
N 0.114 2.788 1.407
H 2.802 0.059 2.289
H 2.517 2.201 1.585
H 3.866 2.646 2.643
H 1.971 3.341 3.846
H 2.481 1.820 4.587
H 0.146 1.571 4.491
H 0.653 0.713 3.038
H -1.674 3.024 4.232
H -3.062 4.486 2.773
H -2.356 4.823 0.396
H -0.299 3.665 -0.397
O -1.852 1.798 -3.697
C -1.842 1.830 -2.447
O -0.834 1.868 -1.702
C -3.233 1.808 -1.786
C -4.266 2.345 -2.492
C -5.595 2.294 -2.022
C -5.891 1.599 -0.864
C -4.876 1.005 -0.155
C -3.461 1.160 -0.489
O -2.549 0.788 0.262
N -5.275 0.263 1.027
O -4.584 -0.664 1.400
O -6.338 0.567 1.572
N -6.653 2.904 -2.761
O -6.375 3.537 -3.777
O -7.811 2.782 -2.363
H -4.057 2.792 -3.454
H -6.912 1.507 -0.526
Br 1.802 2.532 -3.712
C 2.819 1.175 -2.873
C 3.701 0.436 -3.654
C 4.446 -0.544 -3.025
C 4.279 -0.751 -1.664
C 3.351 0.027 -0.992
N 2.630 0.980 -1.588
H 3.780 0.622 -4.715
H 5.141 -1.147 -3.596
H 4.838 -1.508 -1.131
H 3.156 -0.124 0.065
*
```

Here are the Löwdin charges for atoms 1 to 6, given in e: number 1, K, carries 0.793; number 2, C, carries -0.047; number 3, C, carries -0.299; number 4, N, carries 0.040; number 5, N, carries 0.034; number 6, C, carries -0.491



# 4
Molecular formula: CH20MnO12
Method: DFT, ωB97M-V/def2-TZVPD

Results
energy relative to the best compared isomer or geometry (same formula, charge and spin)	0.00	kcal/mol
orbital gap (alpha / beta)	6.087 / 5.851	eV
E_LUMO (alpha / beta)	-8.7 / -8.9	eV
largest force on an atom	2.43	eV/Å
HOMO energy (alpha / beta)	-14.747 / -14.747	eV

Geometry as ORCA input:
```
! wB97M-V def2-TZVPD RIJCOSX def2/J DEFGRID3
* xyz 2 6
O 24.858 27.510 -7.597
H 25.630 28.054 -7.837
H 24.051 28.057 -7.631
H 24.834 26.657 -8.174
O 21.520 25.487 -9.979
H 22.471 25.057 -10.022
H 21.591 26.457 -9.928
H 21.070 25.205 -9.155
Mn 27.208 25.310 -9.624
C 24.785 24.347 -9.923
O 25.880 23.862 -10.375
O 24.979 25.245 -8.968
O 23.675 24.143 -10.487
O 22.785 24.858 -13.169
H 22.835 24.532 -12.263
H 22.517 25.780 -13.108
O 24.054 22.138 -12.937
H 24.218 22.952 -12.456
H 24.491 21.450 -12.408
O 23.162 21.290 -9.859
H 22.537 21.320 -10.594
H 23.429 22.209 -9.746
O 27.648 23.996 -8.004
H 27.084 23.239 -7.750
H 28.375 24.002 -7.367
O 25.077 23.030 -6.919
H 24.629 23.640 -7.514
H 24.371 22.501 -6.529
O 25.809 20.738 -10.968
H 26.717 21.016 -11.116
H 25.416 21.433 -10.433
O 28.656 24.335 -10.682
H 29.622 24.342 -10.741
H 28.370 23.554 -11.182
*
```

Here are the Löwdin charges for atoms 1 to 6, given in e: number 1, O, carries 0.294; number 2, H, carries 0.182; number 3, H, carries 0.190; number 4, H, carries 0.110; number 5, O, carries 0.279; number 6, H, carries 0.112



# 5
Molecular formula: C7H9Cl
Method: DFT, ωB97M-V/def2-TZVPD

Results
energy relative to the best compared isomer or geometry (same formula, charge and spin)	84.31	kcal/mol
orbital gap (alpha / beta)	7.547 / 8.191	eV
E_LUMO (alpha / beta)	-0.2 / 0.2	eV
SMILES	C#C/C=C(\Cl)C(C)C
largest force on an atom	7.78	eV/Å
HOMO energy (alpha / beta)	-7.783 / -7.993	eV

Geometry as ORCA input:
```
! wB97M-V def2-TZVPD RIJCOSX def2/J DEFGRID3
* xyz 0 1
C -0.442 -4.062 0.004
C -0.566 -2.932 -0.411
C -0.667 -1.632 -0.822
C -0.152 -0.415 0.302
Cl 0.488 -0.932 1.764
C -0.092 0.988 -0.169
C 1.354 1.350 -0.545
C -0.632 1.965 0.876
H -0.327 -5.051 0.336
H -1.073 -1.280 -1.746
H -0.710 1.056 -1.070
H 1.739 0.649 -1.283
H 1.991 1.315 0.337
H 1.385 2.354 -0.966
H -0.044 1.914 1.788
H -1.667 1.733 1.116
H -0.584 2.980 0.488
*
```

Here are the Löwdin charges for atoms 1 to 6, given in e: number 1, C, carries 0.126; number 2, C, carries -0.261; number 3, C, carries -0.035; number 4, C, carries -0.585; number 5, Cl, carries 0.743; number 6, C, carries -0.500



# 6
Molecular formula: C4H4S3
Method: DFT, ωB97M-V/def2-TZVPD

Results
energy relative to the best compared isomer or geometry (same formula, charge and spin)	82.88	kcal/mol
orbital gap	8.374	eV
E_LUMO	-0.3	eV
SMILES	S=C1S[C@H]2C[C@@H]2S1
largest force on an atom	7.62	eV/Å
HOMO energy	-8.716	eV

Geometry as ORCA input:
```
! wB97M-V def2-TZVPD RIJCOSX def2/J DEFGRID3
* xyz 0 1
S 2.752 -1.725 -1.674
C 1.435 -1.177 -0.916
S 0.190 -1.801 0.256
C -0.858 -0.395 0.265
C -1.164 0.911 0.934
C 0.057 0.882 0.078
S 0.943 0.540 -1.538
H -1.277 -0.617 -0.707
H -2.229 1.210 0.693
H -0.837 1.163 1.799
H 0.988 1.011 0.811
*
```

Here are the Löwdin charges for atoms 1 to 6, given in e: number 1, S, carries 0.593; number 2, C, carries -1.370; number 3, S, carries 0.869; number 4, C, carries -0.613; number 5, C, carries -0.098; number 6, C, carries -0.529



> Which of these has the highest energy relative to the best compared isomer or geometry (same formula, charge and spin)?

C7H9Cl